[1]
This record from the OMol25 dataset describes 6 unconnected molecules or ions with the total composition C31H37B2F40O10S at a distorted geometry. The level of theory is ωB97M-V with the def2-TZVPD basis set.

Charge: -1
DFT total energy in a.u.: -6398.49544
Molar mass in g/mol: 1383.2
Frontier orbital gap in eV: 5.584
LUMO level in hartree: 0.0533
HOMO in eV: -4.13

Each line ends with the Mulliken charge.
Atoms and positions in Å:
C1 -0.16 -0.11 -1.13  -1.301
C2 -1.51 -0.82 -1.24  -0.080
O1 -2.45 0.04 -1.77  -0.572
B1 -3.73 0.20 -0.99  0.224
C3 -4.50 -1.25 -0.76  -1.214
C4 -4.68 -2.02 -2.06  -0.374
C5 -4.27 -3.47 -1.97  -0.988
S1 -5.41 -4.51 -1.08  1.270
O2 -6.36 -5.09 -1.93  -0.672
O3 -4.61 -5.50 -0.41  -0.697
O4 -6.14 -3.67 0.03  -0.445
B2 -4.78 1.19 -1.91  0.825
C6 -6.28 1.51 -1.47  -1.170
O5 -4.39 1.78 -3.13  -0.635
H1 -0.32 0.89 -1.46  0.181
H2 0.14 -0.06 -0.10  0.375
H3 0.59 -0.58 -1.73  0.382
H4 -1.77 -1.18 -0.26  0.222
H5 -1.38 -1.63 -1.94  0.095
H6 -3.60 0.80 0.08  -0.346
H7 -3.93 -1.88 -0.08  0.295
H8 -5.44 -1.11 -0.27  0.336
H9 -5.71 -1.99 -2.36  0.359
H10 -4.11 -1.57 -2.84  0.532
H11 -3.31 -3.59 -1.53  0.396
H12 -4.24 -3.87 -2.95  0.450
H13 -5.51 -3.65 0.75  0.351
H14 -6.81 2.12 -2.18  0.272
H15 -6.81 0.58 -1.43  0.322
H16 -6.32 1.93 -0.49  0.321
H17 -3.97 1.10 -3.64  0.271
C7 -7.11 -9.04 1.43  -0.878
C8 -7.21 -7.76 2.28  0.919
C9 -5.92 -7.00 2.56  0.373
F1 -5.03 -7.75 3.26  -0.246
F2 -6.19 -5.90 3.31  -0.281
F3 -7.85 -8.04 3.44  -0.266
F4 -8.00 -6.91 1.58  -0.300
O6 -7.07 -10.28 2.12  -0.414
C10 -5.90 -10.79 2.59  0.794
C11 -5.92 -10.89 4.11  0.324
F5 -6.12 -9.68 4.67  -0.197
F6 -4.73 -11.35 4.56  -0.317
F7 -4.84 -10.10 2.14  -0.281
F8 -5.79 -12.05 2.12  -0.313
H18 -8.04 -9.08 0.87  0.438
H19 -6.32 -8.97 0.69  0.388
H20 -5.45 -6.67 1.63  0.057
H21 -6.71 -11.56 4.45  0.233
C12 2.06 4.89 -3.73  -0.782
C13 2.09 4.55 -5.24  1.063
C14 1.03 3.60 -5.79  0.012
F9 1.12 2.38 -5.23  -0.204
F10 1.24 3.46 -7.13  -0.290
F11 3.33 4.12 -5.57  -0.302
F12 1.90 5.74 -5.89  -0.358
O7 2.94 4.17 -2.89  -0.429
C15 2.59 2.94 -2.39  0.891
C16 3.52 1.84 -2.90  0.172
F13 3.52 1.79 -4.25  -0.224
F14 3.12 0.64 -2.44  -0.229
F15 1.30 2.69 -2.64  -0.230
F16 2.74 3.01 -1.06  -0.317
H22 2.41 5.91 -3.66  0.351
H23 1.05 4.90 -3.34  0.357
H24 0.03 4.00 -5.63  0.310
H25 4.54 2.03 -2.57  0.221
C17 -5.67 -10.54 9.95  -0.751
C18 -6.46 -11.26 8.84  0.779
C19 -6.77 -10.47 7.57  0.316
F17 -7.54 -9.39 7.83  -0.269
F18 -7.46 -11.26 6.71  -0.294
F19 -7.59 -11.77 9.36  -0.279
F20 -5.69 -12.31 8.45  -0.327
O8 -6.41 -10.00 11.03  -0.402
C20 -6.96 -8.75 10.94  0.801
C21 -8.48 -8.81 11.01  0.190
F21 -8.97 -9.58 10.02  -0.204
F22 -8.98 -7.57 10.88  -0.256
F23 -6.53 -8.09 9.86  -0.278
F24 -6.54 -8.06 12.02  -0.306
H26 -5.07 -11.32 10.42  0.435
H27 -4.97 -9.82 9.54  0.342
H28 -5.85 -10.14 7.08  0.233
H29 -8.80 -9.23 11.97  0.240
C22 5.36 8.02 -5.94  -0.521
C23 6.84 8.18 -6.30  0.773
C24 7.82 7.13 -5.79  0.154
F25 7.85 7.08 -4.44  -0.182
F26 9.07 7.44 -6.21  -0.282
F27 7.26 9.41 -5.93  -0.269
F28 6.92 8.13 -7.66  -0.326
O9 4.86 8.76 -4.84  -0.384
C25 4.98 8.29 -3.57  0.798
C26 5.88 9.17 -2.72  0.126
F29 7.11 9.27 -3.27  -0.195
F30 6.02 8.63 -1.49  -0.283
F31 5.39 7.01 -3.58  -0.268
F32 3.74 8.31 -3.04  -0.300
H30 4.82 8.42 -6.79  0.419
H31 5.07 6.97 -5.88  0.211
H32 7.56 6.14 -6.18  0.267
H33 5.46 10.18 -2.62  0.272
C27 10.26 9.96 -1.04  -0.816
C28 11.03 10.36 -2.31  0.847
C29 11.42 9.24 -3.28  0.306
F33 12.25 8.35 -2.71  -0.225
F34 12.07 9.80 -4.34  -0.274
F35 12.12 11.08 -1.97  -0.275
F36 10.20 11.19 -3.01  -0.309
O10 11.00 9.82 0.16  -0.427
C30 11.64 8.65 0.46  0.825
C31 13.15 8.84 0.52  0.185
F37 13.62 9.30 -0.65  -0.215
F38 13.73 7.65 0.78  -0.258
F39 11.28 7.66 -0.37  -0.276
F40 11.23 8.30 1.70  -0.305
H34 9.60 10.80 -0.84  0.432
H35 9.61 9.11 -1.21  0.441
H36 10.53 8.73 -3.66  0.091
H37 13.41 9.56 1.31  0.240

---

[2]
This record from the OMol25 dataset describes a molecular structure, C31H37BClN4SbV at a distorted geometry. The level of theory is ωB97M-V with the def2-TZVPD basis set.

Charge: 0
DFT total energy in a.u.: -3091.65165
Molar mass in g/mol: 684.6
Frontier orbital gap (alpha / beta) in eV: 6.549 / 5.966
Multiplicity: 2
LUMO level (alpha / beta) in hartree: -0.0179 / -0.0357
HOMO (alpha / beta) in eV: -7.04 / -6.94

Each line ends with the Mulliken spin population.
Atoms and positions in Å:
V1 -0.36 0.17 -0.14  0.622
C1 -0.62 -1.21 3.79  0.003
C2 -0.43 0.23 3.41  -0.008
C3 -0.40 1.22 4.40  -0.001
C4 -0.20 2.54 4.03  0.013
C5 -0.02 2.86 2.69  -0.014
C6 -0.11 1.82 1.76  -0.002
N1 -0.29 0.53 2.13  0.009
Sb1 2.50 3.24 -0.40  1.106
C7 0.02 2.37 -1.81  0.121
C8 0.17 3.18 -2.95  0.065
C9 0.03 2.64 -4.20  -0.010
C10 -0.27 1.28 -4.31  0.002
C11 -0.42 0.53 -3.16  0.027
C12 -0.78 -0.92 -3.27  0.002
N2 -0.28 1.06 -1.93  0.001
C13 3.72 1.40 -0.29  -0.031
C14 5.06 1.71 -0.07  -0.017
C15 5.98 0.69 0.04  -0.002
C16 5.52 -0.62 -0.08  0.042
C17 4.17 -0.84 -0.31  -0.017
C18 3.71 -2.27 -0.41  -0.003
N3 3.29 0.15 -0.41  0.008
H1 -1.35 -1.30 4.59  0.000
H2 0.33 -1.61 4.15  0.000
H3 -0.95 -1.77 2.92  -0.005
H4 -0.54 0.94 5.43  0.000
H5 -0.17 3.32 4.78  0.000
H6 0.12 3.87 2.37  -0.002
H7 0.37 4.23 -2.81  0.001
H8 0.14 3.25 -5.08  0.000
H9 -0.39 0.82 -5.28  0.000
H10 -1.30 -1.11 -4.20  0.000
H11 -1.40 -1.22 -2.43  0.000
H12 0.14 -1.52 -3.29  0.001
H13 5.37 2.75 0.00  -0.007
H14 7.03 0.90 0.21  0.000
H15 6.20 -1.45 0.01  0.002
H16 4.54 -2.91 -0.67  -0.001
H17 2.92 -2.39 -1.15  0.001
H18 3.32 -2.60 0.56  0.000
B1 -0.31 4.46 -0.10  0.129
C19 0.18 2.87 -0.45  -0.460
N4 -0.09 1.85 0.41  -0.024
H19 0.42 4.92 0.75  0.010
H20 -0.18 5.12 -1.09  0.002
H21 -1.44 4.38 0.27  0.001
Cl1 -0.52 -7.35 0.13  -0.001
C20 -0.27 -5.64 0.17  -0.011
C21 0.00 -5.00 1.37  0.007
C22 0.31 -3.66 1.38  -0.013
C23 0.33 -2.90 0.20  0.010
C24 0.72 -1.50 0.24  -0.049
C25 0.02 -3.57 -0.99  -0.017
C26 -0.28 -4.92 -1.01  0.007
H22 0.00 -5.57 2.29  0.000
H23 0.58 -3.20 2.31  -0.002
H24 1.16 -1.16 -0.72  -0.009
H25 1.39 -1.29 1.07  -0.004
H26 0.05 -3.04 -1.93  -0.001
H27 -0.49 -5.42 -1.95  0.000
C27 -4.41 -0.53 0.71  -0.021
C28 -3.46 0.40 -0.07  -0.059
C29 -4.00 0.63 -1.50  -0.038
C30 -3.37 1.74 0.65  -0.010
C31 -2.12 -0.26 -0.18  -0.392
H28 -5.36 -0.03 0.91  -0.001
H29 -3.95 -0.79 1.67  0.003
H30 -4.61 -1.44 0.15  0.000
H31 -5.00 1.06 -1.44  -0.002
H32 -4.05 -0.31 -2.05  -0.001
H33 -3.35 1.32 -2.03  0.007
H34 -4.35 2.22 0.67  0.001
H35 -2.67 2.41 0.15  0.000
H36 -3.03 1.60 1.68  -0.001
H37 -2.23 -1.35 -0.28  0.031

---

[3]
This record from the OMol25 dataset describes a molecular structure, C31H37Br54N3O3 at a distorted geometry. The level of theory is ωB97M-V with the def2-TZVPD basis set.

Charge: 0
DFT total energy in a.u.: -140589.79074
Molar mass in g/mol: 4814.5
Frontier orbital gap in eV: 9.019
LUMO level in hartree: -0.0211
HOMO in eV: -9.59

Each line ends with the Mulliken charge.
Atoms and positions in Å:
C1 -2.84 -1.22 6.25  -0.332
O1 -4.16 -0.90 6.70  -0.407
C2 -4.72 0.25 6.06  0.754
C3 -6.03 -0.10 5.26  -1.092
C4 -5.72 -0.45 3.75  0.100
C5 -5.63 0.90 2.95  -0.833
C6 -4.47 0.96 1.90  0.301
C7 -4.46 -0.40 1.18  -0.562
N1 -4.25 -1.32 0.56  -0.424
C8 -3.04 1.25 2.51  2.291
C9 -2.01 0.62 1.53  -0.961
N2 -1.27 0.27 0.76  -0.290
N3 -2.69 2.68 2.58  0.339
C10 -3.66 3.46 3.31  0.666
C11 -3.49 3.89 4.82  -1.403
O2 -4.70 3.87 2.74  -0.522
C12 -1.32 2.89 3.11  0.028
C13 -0.69 1.95 4.18  0.133
O3 -0.72 3.83 2.71  -0.539
H1 -2.79 -2.33 6.18  0.267
H2 -2.60 -0.83 5.23  -0.012
H3 -2.06 -0.89 6.98  0.238
H4 -4.95 0.99 6.87  0.445
H5 -4.02 0.76 5.35  -0.828
H6 -6.53 -0.95 5.81  0.322
H7 -6.72 0.78 5.34  0.398
H8 -6.59 -1.05 3.40  0.016
H9 -4.80 -1.08 3.71  0.376
H10 -6.59 1.00 2.38  0.486
H11 -5.63 1.73 3.69  0.419
H12 -4.71 1.74 1.13  0.652
H13 -2.94 0.68 3.46  -1.063
H14 -2.45 4.28 5.02  0.378
H15 -3.76 3.08 5.53  -0.064
H16 -4.15 4.77 4.99  0.788
H17 0.39 2.21 4.27  0.031
H18 -1.26 2.07 5.13  0.183
H19 -0.81 0.88 3.88  -0.242
C14 1.44 -1.97 1.60  -0.282
Br1 3.23 -1.34 1.24  0.081
Br2 1.30 -3.89 1.39  0.035
Br3 0.81 -1.38 3.33  -0.002
H20 0.79 -1.52 0.85  0.221
C15 -0.61 1.88 -3.07  -0.388
Br4 -0.42 1.84 -4.99  -0.012
Br5 -2.21 0.97 -2.47  -0.007
Br6 0.96 1.18 -2.18  0.024
H21 -0.71 2.92 -2.77  0.350
C16 3.42 -1.87 -3.97  -0.466
Br7 3.68 -1.67 -2.06  0.206
Br8 5.06 -2.37 -4.86  -0.022
Br9 1.97 -3.09 -4.37  0.026
H22 3.13 -0.90 -4.35  0.354
C17 -0.47 1.93 -9.43  -0.292
Br10 -0.29 1.89 -11.36  -0.009
Br11 -2.07 1.02 -8.84  -0.013
Br12 1.11 1.25 -8.55  -0.040
H23 -0.57 2.97 -9.15  0.350
C18 3.77 -7.44 1.41  -0.341
Br13 1.84 -7.57 1.43  -0.053
Br14 4.60 -9.18 1.63  -0.050
Br15 4.42 -6.53 -0.16  0.059
H24 4.06 -6.84 2.27  0.350
C19 -3.84 7.61 2.39  -0.484
Br16 -3.66 5.67 2.68  0.224
Br17 -4.11 8.03 0.53  -0.072
Br18 -5.21 8.35 3.52  -0.025
H25 -2.90 8.07 2.69  0.343
C20 -6.04 8.99 7.68  0.153
Br19 -7.30 8.70 9.11  -0.048
Br20 -5.34 7.33 7.00  0.060
Br21 -6.79 10.10 6.28  -0.037
H26 -5.20 9.54 8.10  -0.130
C21 -6.72 -4.15 1.35  -0.324
Br22 -6.18 -4.26 3.20  -0.019
Br23 -7.74 -5.70 0.81  -0.047
Br24 -7.65 -2.50 0.97  -0.049
H27 -5.81 -4.15 0.75  0.404
C22 -9.05 -1.29 8.50  -0.337
Br25 -9.21 -0.96 6.60  -0.002
Br26 -8.86 -3.17 8.88  -0.001
Br27 -7.62 -0.25 9.28  -0.021
H28 -9.97 -0.96 8.96  0.347
C23 -1.82 10.14 7.90  -0.329
Br28 -2.75 9.89 6.21  0.062
Br29 -1.09 11.92 8.05  -0.016
Br30 -2.94 9.70 9.41  -0.041
H29 -0.99 9.45 7.90  0.357
C24 6.58 1.37 1.17  -0.446
Br31 6.72 -0.56 1.28  -0.019
Br32 6.36 1.96 -0.66  -0.020
Br33 5.19 2.04 2.32  0.054
H30 7.52 1.78 1.52  0.387
C25 3.98 2.99 6.25  -0.298
Br34 4.45 2.74 8.11  -0.026
Br35 3.00 1.48 5.55  0.013
Br36 3.04 4.65 5.96  -0.018
H31 4.91 3.05 5.69  0.298
C26 8.00 -5.23 -6.65  0.121
Br37 7.17 -5.28 -8.39  -0.002
Br38 8.78 -3.50 -6.28  0.032
Br39 6.79 -5.78 -5.25  -0.029
H32 8.81 -5.94 -6.66  -0.132
C27 8.35 -4.16 -0.73  -0.317
Br40 9.60 -3.17 -1.82  -0.034
Br41 8.96 -4.31 1.10  -0.047
Br42 6.57 -3.42 -0.83  0.116
H33 8.30 -5.17 -1.13  0.316
C28 11.05 -6.65 -8.98  -0.314
Br43 12.54 -7.50 -9.86  -0.030
Br44 10.15 -7.87 -7.78  -0.031
Br45 11.57 -5.01 -8.11  -0.006
H34 10.33 -6.39 -9.76  0.394
C29 13.34 -8.17 -14.10  -0.338
Br46 11.98 -9.46 -13.64  0.002
Br47 12.84 -6.38 -13.56  0.000
Br48 15.07 -8.67 -13.41  -0.004
H35 13.41 -8.16 -15.19  0.334
C30 -2.32 3.14 -15.06  -0.298
Br49 -2.70 4.39 -16.50  -0.033
Br50 -0.64 2.22 -15.33  -0.043
Br51 -2.39 4.00 -13.33  -0.015
H36 -3.10 2.39 -15.08  0.370
C31 -0.90 -4.84 -6.58  -0.223
Br52 -0.10 -5.74 -8.09  -0.013
Br53 -0.90 -2.93 -6.81  0.057
Br54 -2.67 -5.52 -6.20  -0.024
H37 -0.28 -5.06 -5.72  0.181

---

> The lowest DFT total energy belongs to which entry?

C31H37Br54N3O3